No. 1
Here is an isolated ion of composition C11H16NO3 and charge +1 at a distorted geometry from the OMol25 dataset. Energies are from ωB97M-V/def2-TZVPD.

Values from the calculation:
Net charge = +1
Relative energy (zero: lowest compared OMol25 entry of this formula, charge and spin) = 6.558 eV
HOMO level (alpha / beta) = -10.74 / -10.73 eV

Atoms and positions in Å:
C -0.3463 -1.0841 1.6870
C 0.1994 0.8560 -0.1754
C -1.3129 -1.1647 0.8484
C -0.9360 0.3770 -1.0175
C 0.3064 2.0365 0.4033
C 3.2695 -1.3013 -0.1211
C 2.2363 -1.9798 -1.1224
C 1.2607 -0.2027 -0.1253
C -2.8193 -1.6112 0.8925
C -1.5695 1.0617 -2.1806
C -0.7078 3.1856 0.2874
N 2.3993 -0.3830 0.6047
O 1.3719 2.3513 1.1868
O -1.3212 -0.7660 -0.7373
O 1.2705 -0.9480 -1.2674
H -0.1601 -1.3366 2.7090
H 3.8893 -2.1252 0.4558
H 3.9687 -0.6392 -0.5896
H 2.6822 -2.0976 -2.1411
H 1.7444 -2.8813 -0.8584
H -3.3531 -0.6543 0.7533
H -3.0257 -1.8825 1.9107
H -3.0159 -2.3315 0.2304
H -2.5547 1.3784 -1.9545
H -1.7472 0.4743 -3.0384
H -0.9241 1.9880 -2.4411
H -0.6525 3.9206 1.1020
H -1.6318 2.5836 0.0782
H -0.4978 3.7465 -0.6409
H 2.5836 -0.0181 1.5700
H 2.1798 1.7322 1.1561

No. 2
Here is a 2-piece molecular cluster, C11H16O overall at a distorted geometry from the OMol25 dataset. Energies are from ωB97M-V/def2-TZVPD.

Values from the calculation:
Structure (SMILES) = C#CCCC=C.CCC#CCO
Relative energy (zero: lowest compared OMol25 entry of this formula, charge and spin) = 5.126 eV
HOMO level = -9.60 eV

Atoms and positions in Å:
C 1.7299 -2.2790 1.7808
C 0.9851 -1.3420 1.9030
C 0.2973 -0.0842 2.1598
C -1.2394 -0.0859 1.8370
C -2.0707 1.1247 2.3024
C -2.8994 1.2463 3.3522
H 2.3776 -3.1072 1.6611
H 0.4691 0.2426 3.1949
H 0.7649 0.6343 1.4778
H -1.3617 -0.1982 0.7451
H -1.6723 -1.0056 2.2886
H -1.8743 2.0371 1.7441
H -3.2678 0.3442 3.9006
H -3.4749 2.1644 3.4851
C -1.3679 -1.5017 -3.3500
C -1.1647 -0.9853 -1.9332
C 0.1055 -0.2513 -1.7778
C 1.1536 0.3484 -1.7297
C 2.4765 0.9799 -1.7704
O 2.4191 2.3851 -1.8618
H -2.3754 -1.9041 -3.5126
H -1.2707 -0.6905 -4.0829
H -0.6453 -2.2808 -3.6183
H -1.9975 -0.3385 -1.6328
H -1.1806 -1.8392 -1.2238
H 3.0076 0.7204 -0.8300
H 3.0591 0.5255 -2.6035
H 2.0539 2.5952 -2.7441

No. 3
Here is one molecule with the formula C11H16O2S at a distorted geometry from the OMol25 dataset. Energies are from ωB97M-V/def2-TZVPD.

Values from the calculation:
Structure (SMILES) = C=[S@H](=O)/C(=C\C)C1=CCCC(=O)[C@@H]1C
Relative energy (zero: lowest compared OMol25 entry of this formula, charge and spin) = 3.998 eV
HOMO level = -8.11 eV

Atoms and positions in Å:
C -0.3199 -2.2113 -2.0473
S -1.2517 -0.8332 -1.8143
O -1.7854 -0.2901 -3.0455
C -0.0015 0.2734 -1.0812
C 0.9883 0.7215 -1.9583
C 1.0523 0.1713 -3.3625
C -0.1965 0.6541 0.3231
C -0.9133 1.6002 0.8516
C -1.2055 1.6936 2.2737
C -0.9708 0.5741 3.1981
C 0.2461 -0.1964 2.6835
O 0.9783 -0.6111 3.5244
C 0.4382 -0.4827 1.2157
C 1.9078 -0.6181 0.8345
H -0.6750 -2.9190 -2.7303
H -0.1467 -2.7687 -1.1068
H -2.3709 -0.8703 -0.8511
H 1.6220 1.4353 -1.5077
H 0.2088 -0.5273 -3.4441
H 2.0988 -0.2383 -3.4364
H 1.0653 0.8729 -4.1334
H -1.5435 2.3598 0.2982
H -0.5921 2.5191 2.6207
H -2.1927 2.1854 2.2686
H -1.8708 -0.0025 3.0298
H -0.9644 0.7100 4.2965
H -0.2772 -1.3383 1.0489
H 2.2526 0.3862 0.6630
H 1.8719 -1.1164 -0.1653
H 2.5471 -1.1334 1.5537

No. 4
Here is one molecule with the formula C11H16O3 at a distorted geometry from the OMol25 dataset. Energies are from ωB97M-V/def2-TZVPD.

Values from the calculation:
Structure (SMILES) = C#C[C@@H]1CO[C@@H](CCOC(=O)CC)C1
Relative energy (zero: lowest compared OMol25 entry of this formula, charge and spin) = 10.125 eV
HOMO level = -9.42 eV

Atoms and positions in Å:
C -4.4617 1.7982 -0.6261
C -3.4011 1.7938 0.2965
C -2.1167 1.3658 1.2736
C -0.7615 2.3329 1.1983
O 0.1831 1.4893 2.0040
C 0.2889 0.2308 1.1931
C 1.0855 -1.0232 1.8858
C 1.2402 -2.3571 0.9463
O 1.1062 -2.1240 -0.4999
C 2.2641 -1.3880 -1.0520
O 3.4056 -1.1302 -0.3892
C 2.0930 -0.8052 -2.5987
C 0.7630 0.2065 -2.5565
C -1.3309 -0.0599 0.9098
H -5.4112 1.6106 -1.3250
H -2.3473 1.3855 2.4382
H -0.8839 3.4628 1.5084
H -0.4746 2.3769 0.0433
H 0.8576 0.6549 0.2338
H 0.4316 -1.3494 2.8298
H 2.1404 -0.6970 2.2887
H 0.4076 -3.1562 1.2528
H 2.2723 -2.8872 1.2245
H 1.7734 -1.7099 -3.3007
H 3.0454 -0.2343 -2.9754
H 1.0680 1.2294 -2.0224
H -0.1010 -0.2666 -1.8941
H 0.3251 0.3909 -3.6408
H -1.6141 -0.2471 -0.2107
H -1.8469 -0.8929 1.5644

No. 5
Here is one molecule with the formula C11H16O3 at a distorted geometry from the OMol25 dataset. Energies are from ωB97M-V/def2-TZVPD.

Values from the calculation:
Structure (SMILES) = C=C[C@H]1OC[C@@]2(CC[C@@H]3O[C@@H]3C2)CO1
Relative energy (zero: lowest compared OMol25 entry of this formula, charge and spin) = 4.844 eV
HOMO level = -9.84 eV

Atoms and positions in Å:
C -3.4356 1.0314 2.9411
C -2.6308 0.4789 2.0055
C -2.0051 1.1999 0.8256
O -0.7113 1.5831 1.3186
C 0.3578 1.5777 0.4103
C 0.4502 0.3304 -0.4486
C 0.4517 -1.0464 0.2279
C 1.7903 -1.8000 0.2283
C 2.2429 -2.1698 -1.1946
O 3.3036 -1.4623 -1.9236
C 2.0160 -1.0000 -2.1714
C 1.6449 0.3543 -1.4712
C -0.7845 0.4764 -1.1237
O -1.9303 0.2471 -0.2612
H -3.8570 0.5418 3.8136
H -3.6854 2.0977 2.7761
H -2.5276 -0.6158 1.8706
H -2.6407 2.0739 0.4699
H 0.2343 2.4903 -0.1132
H 1.3667 1.6957 0.8610
H 0.1521 -0.8881 1.3160
H -0.0861 -1.7522 -0.2976
H 1.5856 -2.6860 0.8030
H 2.5915 -1.1262 0.5499
H 2.3240 -3.2222 -1.4887
H 1.5358 -1.2004 -3.1682
H 1.4193 1.0360 -2.3169
H 2.4783 0.5990 -0.9487
H -0.7788 1.4317 -1.5578
H -0.8719 -0.2759 -1.9321

No. 6
Here is C11H17BBr24IO2PS as an isolated structure at a distorted geometry from the OMol25 dataset. Energies are from ωB97M-V/def2-TZVPD.

Values from the calculation:
HOMO level = -8.91 eV

Atoms and positions in Å:
C 4.0342 -0.2767 0.0541
C 3.7458 0.7527 -1.0643
C 2.9175 1.9577 -0.5354
I 3.8636 3.8452 -1.0780
B 1.4357 2.0346 -1.0327
P 0.2043 0.5248 -1.2244
O -0.4933 0.6721 -2.6932
O -1.0972 0.9978 -0.3409
S 0.7957 -1.2491 -0.7830
H 3.1314 -0.4715 0.6546
H 4.8114 0.1103 0.7327
H 4.3695 -1.2359 -0.3600
H 3.2183 0.2685 -1.9027
H 4.7041 1.1222 -1.4601
H 2.9597 1.9777 0.5661
H 0.9250 3.0880 -1.2471
H 0.1396 0.7089 -3.4144
H -0.8856 1.5717 0.3983
C 1.2773 -2.8389 -4.4633
Br 2.7422 -1.6727 -4.0168
Br 1.1095 -4.2749 -3.1972
Br -0.3669 -1.8526 -4.6361
H 1.4962 -3.2766 -5.4271
C -3.6743 0.1375 1.0125
Br -3.0827 1.6554 2.0456
Br -3.4093 -1.5014 1.9632
Br -5.4959 0.3505 0.4281
H -3.0566 0.0828 0.1257
C 3.0817 3.1336 -5.3061
Br 1.5600 3.0033 -4.1198
Br 3.9042 4.8626 -5.1858
Br 4.3325 1.7052 -5.0419
H 2.6881 3.0268 -6.3075
C -4.8691 -2.3169 -2.3092
Br -3.2321 -1.3123 -2.3609
Br -5.6057 -2.5606 -4.0700
Br -4.6347 -3.9956 -1.3985
H -5.5813 -1.7388 -1.7357
C -0.6488 -4.5457 2.0491
Br -0.6798 -3.7373 3.7975
Br -0.2350 -3.2526 0.6923
Br 0.5596 -6.0448 1.9972
H -1.6421 -4.9274 1.8544
C -5.0678 -1.2618 6.1220
Br -3.2892 -1.8754 5.7142
Br -5.0483 0.5234 6.8396
Br -6.2240 -1.3929 4.5907
H -5.4678 -1.9125 6.8870
C 2.6913 -2.0932 5.4828
Br 1.0410 -1.6532 6.3769
Br 2.8993 -3.9929 5.2810
Br 2.8312 -1.1917 3.7882
H 3.4981 -1.7395 6.1091
C -0.5453 6.4448 0.3181
Br -2.1029 7.4266 0.8649
Br -0.8760 4.5462 0.3081
Br 0.1126 7.0340 -1.3891
H 0.2313 6.6303 1.0472

No. 7
Here is one molecule with the formula C11H17BN2O3 at a distorted geometry from the OMol25 dataset. Energies are from ωB97M-V/def2-TZVPD.

Values from the calculation:
Structure (SMILES) = C[C@H](N)C(=O)N[C@@H](Cc1ccccc1)B(O)O
Relative energy (zero: lowest compared OMol25 entry of this formula, charge and spin) = 0.000 eV
HOMO level = -9.19 eV

Atoms and positions in Å:
C -1.5999 1.6908 -3.3440
C -0.3085 1.2026 -2.6959
N 0.8020 1.2307 -3.6223
C -0.4031 -0.2454 -2.1488
O -0.7480 -1.2010 -2.8066
N -0.0766 -0.4061 -0.8243
C -0.0809 -1.6667 -0.1392
C 0.9468 -1.6834 0.9835
C 1.0360 -0.4803 1.8960
C 1.8250 0.6070 1.5545
C 1.9389 1.7234 2.3624
C 1.3147 1.7495 3.5908
C 0.5657 0.6624 3.9868
C 0.3898 -0.4148 3.1373
B -1.6131 -1.9607 0.3204
O -2.5324 -2.0157 -0.7191
O -1.9123 -2.1188 1.6757
H -1.6853 2.8134 -3.2942
H -2.4859 1.4036 -2.7664
H -1.6847 1.3242 -4.3503
H -0.0573 1.8413 -1.8314
H 1.6348 0.8430 -3.2295
H 0.5379 0.6079 -4.3607
H -0.0955 0.3920 -0.1620
H 0.1058 -2.4105 -0.8695
H 1.9445 -1.8179 0.4933
H 0.8144 -2.5827 1.6050
H 2.3853 0.5311 0.6124
H 2.5042 2.5815 2.0222
H 1.4626 2.5993 4.2107
H 0.1446 0.6133 4.9661
H -0.2253 -1.2567 3.4637
H -2.0305 -1.7495 -1.5252
H -2.8136 -2.4065 1.8089

No. 8
Here is C11H17BiN3O4 as an isolated structure at a distorted geometry from the OMol25 dataset. Energies are from ωB97M-V/def2-TZVPD.

Values from the calculation:
Net charge = +3
Relative energy (zero: lowest compared OMol25 entry of this formula, charge and spin) = 0.000 eV
HOMO level (alpha / beta) = -18.54 / -18.54 eV

Atoms and positions in Å:
Bi 1.4462 1.1610 -1.0763
C 1.7694 -1.0441 -1.6700
O 2.0042 -1.8843 -2.4519
C 3.7496 1.0106 -2.6002
O 4.6421 0.7345 -3.2565
C 3.0779 0.5089 0.8527
O 3.6561 0.0840 1.7453
C 0.1994 1.2151 -3.3095
O -0.4963 1.0626 -4.2092
C 0.9909 5.3053 -0.0500
H 0.0040 5.4318 -0.5176
H 0.9974 5.1253 1.0345
C 2.1240 5.4756 -0.7428
H 3.1100 5.4422 -0.2581
H 2.1150 5.7484 -1.8075
C 0.9415 -2.2836 1.3265
N -0.3444 -2.2106 0.6437
C -0.7689 -3.4153 -0.0518
C -1.0458 -1.0218 0.5600
N -0.4528 0.1360 0.2421
N -2.3663 -1.0810 0.8672
C -2.9251 -2.2262 1.5687
C -3.1510 0.1452 0.9261
H 0.8913 -3.1239 2.0434
H 1.1140 -1.3660 1.9020
H 1.7897 -2.4722 0.6483
H -1.0167 -4.1922 0.6802
H -1.6528 -3.2123 -0.6601
H 0.0292 -3.7996 -0.7043
H -1.1174 0.9179 0.2542
H -2.2268 -2.6228 2.3147
H -3.8267 -1.8881 2.0745
H -3.1956 -3.0183 0.8697
H -2.6626 0.9031 1.5677
H -3.2615 0.5691 -0.0853
H -4.1415 -0.1142 1.3295